{"formula": "C29H69AsBr6CuF6NO17P4", "method": "the ωB97M-V functional and the def2-TZVPD basis", "e_homo_ev": -9.44, "charge": 0, "mol_weight_g_mol": 1559.64, "total_energy_ev": -646698.088, "symbols": ["Cu", "As", "F", "F", "F", "F", "F", "F", "C", "O", "N", "C", "C", "H", "H", "H", "H", "H", "H", "H", "C", "Br", "Br", "Br", "H", "C", "Br", "Br", "Br", "H", "C", "C", "O", "P", "O", "O", "C", "C", "O", "C", "C", "H", "H", "H", "H", "H", "H", "H", "H", "H", "H", "H", "H", "H", "H", "H", "C", "C", "O", "P", "O", "O", "C", "C", "O", "C", "C", "H", "H", "H", "H", "H", "H", "H", "H", "H", "H", "H", "H", "H", "H", "H", "C", "C", "O", "P", "O", "O", "C", "C", "O", "C", "C", "H", "H", "H", "H", "H", "H", "H", "H", "H", "H", "H", "H", "H", "H", "H", "C", "C", "O", "P", "O", "O", "C", "C", "O", "C", "C", "H", "H", "H", "H", "H", "H", "H", "H", "H", "H", "H", "H", "H", "H", "H"], "positions_angstrom": [[1.09916, -1.88187, 2.83238], [-1.52959, -1.83550, -0.21847], [-0.29106, -2.58942, -1.18060], [-0.84343, -0.26099, -0.57721], [-2.67003, -1.10595, 0.86792], [-2.16560, -3.40762, 0.14497], [-0.39424, -1.97791, 1.14143], [-2.60372, -1.67697, -1.57505], [2.72247, -2.16543, 0.12997], [2.86591, -2.32381, 1.33703], [3.70808, -2.18814, -0.77490], [3.52511, -1.96441, -2.19099], [5.08633, -2.47126, -0.35427], [1.74377, -1.97536, -0.33826], [3.91171, -0.97575, -2.45279], [2.48315, -2.08530, -2.47889], [4.10704, -2.66336, -2.79381], [5.58182, -3.03785, -1.14250], [5.55545, -1.48316, -0.32394], [5.23169, -2.99903, 0.57963], [-4.73670, -5.15857, 0.19682], [-4.15552, -5.85034, 1.93267], [-6.65338, -5.46432, 0.04617], [-3.77812, -5.85686, -1.32834], [-4.48037, -4.10821, 0.21098], [-4.63669, -2.04679, -4.03043], [-4.02594, -0.19087, -4.11759], [-5.58817, -2.46902, -5.69762], [-5.76712, -2.38981, -2.49988], [-3.73591, -2.63930, -3.97596], [-0.36305, 2.59539, 5.88870], [0.10738, 1.72001, 4.74654], [0.98094, 2.49359, 3.90606], [1.84386, 1.81566, 2.76118], [1.52255, 0.41470, 2.44643], [1.66318, 2.81801, 1.54811], [0.79863, 2.39774, 0.47114], [-0.66228, 2.59973, 0.82206], [3.34895, 2.07016, 3.19466], [4.37508, 2.16212, 2.22410], [4.40892, 1.11855, 1.11042], [-1.28459, 2.24365, 6.34997], [0.40940, 2.60856, 6.65957], [-0.52638, 3.61518, 5.54889], [0.55778, 0.79964, 5.13335], [-0.71125, 1.35598, 4.11401], [1.02413, 3.05017, -0.37605], [0.98953, 1.40187, 0.07387], [-0.90093, 3.63239, 1.07262], [-1.32727, 2.35526, -0.00880], [-0.98384, 1.91343, 1.60963], [4.38103, 3.14988, 1.75577], [5.34700, 2.10117, 2.71648], [3.51204, 1.15802, 0.48358], [5.27942, 1.35170, 0.49963], [4.40083, 0.08370, 1.45950], [1.41365, -5.76572, 6.92208], [1.79151, -5.24952, 5.55069], [1.39732, -6.16794, 4.53134], [1.45945, -5.74746, 3.01353], [1.16710, -4.34470, 2.68018], [2.93046, -6.22218, 2.61845], [3.36291, -6.04912, 1.26829], [4.89049, -6.02343, 1.26065], [0.48879, -6.78420, 2.30743], [-0.53416, -6.38532, 1.36213], [-0.06285, -6.58356, -0.07115], [2.17659, -6.32628, 7.46412], [1.26904, -4.87406, 7.53708], [0.51660, -6.38104, 6.92243], [1.40198, -4.23523, 5.43963], [2.86875, -5.07343, 5.46633], [2.97758, -6.89894, 0.69597], [2.96933, -5.18300, 0.72970], [5.29819, -5.47365, 2.10445], [5.27166, -7.04476, 1.28881], [5.22938, -5.60762, 0.31131], [-1.36293, -7.04786, 1.59525], [-0.74830, -5.32750, 1.51279], [0.54209, -5.73255, -0.38488], [0.41060, -7.55724, -0.19159], [-0.93613, -6.57620, -0.72630], [-1.33210, 2.79780, -7.26230], [0.06026, 2.19255, -7.11500], [0.59369, 2.70358, -5.88621], [1.99764, 2.14232, -5.31786], [2.62208, 0.95725, -5.91162], [2.97191, 3.39889, -5.34302], [3.28660, 4.03615, -6.58781], [4.42412, 5.02057, -6.30910], [1.68829, 2.04556, -3.77110], [0.92460, 0.95887, -3.21322], [-0.54915, 1.29122, -3.13192], [-1.98553, 2.30840, -6.53678], [-1.42700, 3.86847, -7.09254], [-1.71256, 2.59417, -8.26626], [-0.02339, 1.10241, -7.10426], [0.67006, 2.43585, -7.99245], [3.65500, 3.27205, -7.27769], [2.41916, 4.56644, -6.98674], [4.91898, 5.21320, -7.26176], [4.08063, 5.90347, -5.77804], [5.16478, 4.51860, -5.68569], [1.10563, 0.03086, -3.76271], [1.34688, 0.86328, -2.21046], [-0.73010, 2.26122, -2.65986], [-0.99093, 1.45024, -4.11913], [-1.10557, 0.52183, -2.60044], [-4.91099, 1.19741, -0.20782], [-4.30965, 1.69702, 1.07945], [-4.40363, 3.13665, 1.02803], [-3.87009, 4.12107, 2.15336], [-4.02009, 3.65133, 3.52848], [-2.34360, 4.34079, 1.73655], [-1.49438, 5.16582, 2.52549], [-1.18043, 6.47933, 1.82667], [-4.55629, 5.51393, 1.80267], [-5.97741, 5.63223, 1.93081], [-6.66788, 5.41590, 0.59098], [-4.30642, 1.48777, -1.06975], [-4.92415, 0.10553, -0.21695], [-5.92559, 1.56079, -0.36444], [-4.94250, 1.35714, 1.90401], [-3.28703, 1.36647, 1.25396], [-1.89790, 5.27575, 3.53201], [-0.55336, 4.62515, 2.62980], [-0.66965, 7.17763, 2.49136], [-0.58055, 6.32247, 0.93085], [-2.07037, 7.01806, 1.49287], [-6.37788, 4.98509, 2.71474], [-6.18058, 6.63245, 2.31704], [-6.55979, 4.37735, 0.29013], [-7.71452, 5.71240, 0.69342], [-6.29554, 6.06864, -0.19833]], "atomic_forces_ev_per_a": [[0.5594, -0.1232, -1.0788], [0.2356, 0.2670, 0.1247], [-0.1528, 0.1161, -0.2624], [-0.1506, -0.4902, 0.2565], [0.0896, -0.0819, -0.2645], [-0.0278, 0.1267, 0.0755], [-0.1144, 0.0328, 0.1296], [0.2756, -0.0936, 0.3025], [-0.6459, 0.3221, -0.7412], [0.0135, 0.0907, 0.4696], [0.6894, -1.3664, 0.7841], [0.0601, 0.2836, -0.2293], [0.1014, 1.0079, -0.8531], [0.0032, -0.0189, 0.2267], [-0.3072, 0.1054, -0.1245], [-0.0770, 0.2521, 0.1165], [-0.0242, -0.2405, 0.2557], [-0.0578, -0.0515, -0.0252], [0.5101, -0.2341, 0.3084], [-0.5971, 0.1195, 0.2099], [-0.0131, -0.2434, 0.2952], [0.0339, 0.0751, -0.5764], [0.4916, 0.2923, -0.1402], [-0.1912, -0.1536, 0.3168], [-0.3561, 0.1028, 0.0203], [-0.3782, 0.6287, -0.4066], [-0.2186, -0.4214, 0.1340], [0.3776, -0.0260, 0.5794], [0.3138, 0.0614, -0.3085], [-0.1090, -0.2072, 0.0919], [0.3631, 0.0517, 0.1226], [-1.0405, -0.5830, -0.0986], [0.8098, -0.5473, 0.0384], [0.1482, 0.8404, -0.1017], [-0.3410, -0.8122, 0.4085], [0.1770, -0.8045, -0.0174], [-1.0032, 0.6681, -1.3591], [0.2934, -0.3573, -0.2270], [-0.7126, -0.1251, 0.3629], [1.3206, 0.0444, -1.0843], [-1.0124, -0.1469, 0.0837], [-0.0034, -0.1826, -0.1774], [-0.0386, 0.1717, 0.0203], [-0.0656, 0.0266, -0.0832], [0.4928, 0.2767, -0.1102], [-0.0925, 0.3312, 0.1162], [0.2569, 0.2246, 0.2289], [0.2755, -0.3012, 0.7230], [0.8701, -0.9991, -0.3441], [0.3033, -0.0769, -0.2859], [0.1053, 0.1828, 0.2814], [-0.4262, 0.0501, 0.1191], [-0.3103, -0.0663, 0.5785], [0.1352, 0.3142, -0.1138], [0.0438, -0.2265, -0.0645], [0.4484, 0.0959, 0.2576], [0.2118, 0.2750, 0.5976], [1.0069, 0.3711, 0.4454], [-0.3895, 0.2274, -0.2270], [-0.0825, -0.7344, -0.6901], [-0.1264, 0.6993, 0.4183], [-0.6572, 0.5872, 0.3107], [0.5920, -0.4630, -0.7726], [-0.3953, -0.5821, -0.4467], [0.8401, 0.3373, 0.4987], [0.2479, 0.0013, -0.4082], [-0.5356, 0.1103, 0.1890], [0.1962, -0.1850, -0.4960], [-0.3445, -0.1577, 0.1258], [-0.1632, 0.2355, -0.1615], [-0.6865, -0.3023, -0.5526], [0.1018, -0.3594, 0.1054], [0.1940, -0.1087, 0.0562], [-0.2109, 0.3917, 0.7921], [-0.0728, 0.1965, -0.0532], [0.0757, 0.0239, 0.2273], [0.0995, 0.1786, 0.0936], [-0.1813, 0.2860, -0.0142], [-0.4160, -0.1623, 0.1646], [0.3626, -0.2684, -0.0225], [0.2887, 0.1431, -0.0347], [-0.0459, 0.0302, 0.0797], [-0.2609, -0.5958, -0.0081], [-0.8092, 0.4355, -0.5782], [1.0201, -0.7760, -0.3432], [0.1756, 0.5542, 0.6777], [-0.7624, -0.1732, -0.4587], [-0.7212, 0.0655, 0.4057], [0.8408, 0.2135, 0.3073], [-0.0865, -0.8828, -0.1281], [0.3134, 0.3579, -0.4047], [-0.0984, 0.0682, 0.4650], [-0.3702, 0.5636, -0.4777], [-0.1314, 0.0588, -0.0963], [0.5181, 0.0614, 0.0148], [-0.0382, -0.0872, 0.0882], [0.1251, 0.0724, 0.2628], [0.2638, 0.2191, 0.3560], [-0.2685, 0.0439, -0.1198], [-0.1041, -0.2513, -0.0107], [-0.0977, 0.5596, 0.0870], [0.0357, 0.1822, -0.2370], [-0.0290, -0.0135, 0.0488], [0.0547, 0.1250, -0.0519], [-0.1309, -0.2509, -0.0467], [0.2867, -0.1462, 0.3934], [0.1394, -0.4108, -0.1317], [0.0994, 0.0351, -0.0865], [0.5100, -0.4483, -0.4967], [-0.8868, -0.0938, 0.2850], [0.3674, 0.9092, 0.1959], [0.4167, -0.4041, -0.4303], [-0.2518, -0.0281, 0.3471], [-1.8913, 0.8526, 0.1883], [0.6130, 0.4970, 0.3342], [-0.5155, 0.4136, -0.1206], [0.4015, -0.5647, 0.0244], [-0.6616, 0.5833, -0.0835], [-0.1359, 0.2690, 0.3336], [-0.0099, 0.1166, 0.0366], [-0.0405, 0.0197, 0.1082], [-0.0071, 0.0736, 0.1688], [0.2650, 0.0421, 0.1504], [0.0103, 0.0846, -0.1712], [-0.1794, 0.1809, -0.0550], [0.0003, -0.1741, 0.1442], [0.2364, -0.2354, 0.0612], [0.1543, -0.1140, 0.0816], [-0.1967, -0.2609, 0.1247], [0.2408, -0.3900, -0.1753], [0.2446, 0.1426, -0.2189], [-0.1976, 0.0088, -0.1574], [-0.1026, -0.4086, 0.0848], [0.4120, -0.0524, 0.1269]], "mulliken_charge": [0.571, 2.213, -0.544, -0.697, -0.461, -0.294, -0.362, -0.432, 0.903, -0.763, 0.427, -1.043, -1.045, -0.334, 0.402, 0.238, 0.351, 0.329, 0.324, 0.278, 0.120, -0.088, -0.067, -0.051, -0.046, -0.365, -0.006, -0.082, -0.018, 0.388, -1.385, 0.137, -0.360, -0.946, 1.037, -0.236, 0.172, -0.557, -0.296, -0.408, -0.495, 0.376, 0.370, 0.265, 0.290, 0.136, 0.512, -0.243, 0.015, 0.586, -0.093, 0.282, 0.401, -0.054, 0.471, 0.105, -1.263, 0.032, -0.342, -0.173, 0.440, -0.190, 0.602, -1.489, -0.292, 0.162, -0.827, 0.303, 0.355, 0.315, 0.105, 0.315, 0.287, -0.238, 0.354, 0.374, 0.353, 0.232, 0.093, 0.019, 0.381, 0.169, -1.155, -0.162, -0.232, 0.717, -0.731, -0.352, -0.123, -1.287, -0.104, 0.156, 0.013, 0.190, 0.302, 0.394, 0.283, 0.430, 0.340, 0.224, 0.374, 0.323, 0.320, 0.320, -0.251, 0.160, 0.020, -0.147, -1.269, 0.302, -0.001, 0.444, -0.738, -0.046, 0.032, -1.358, -0.318, -0.451, -0.848, 0.252, 0.303, 0.418, 0.332, -0.103, 0.533, 0.024, 0.403, 0.280, 0.296, 0.339, 0.376, 0.102, 0.389, 0.279]}